Record 1
ORCA calculation (wB97M-V/def2-TZVPD) on a cluster of 3 separate species, C36H62F16IN3O3P in total.

Each line ends with the Mulliken charge.
Positions of all 122 atoms, in Å:
1 C 5.28 -2.26 2.42  -1.035
2 C 6.62 -1.58 2.16  -0.463
3 C 7.04 -1.55 0.68  -0.417
4 C 7.63 -0.22 0.21  -1.023
5 C 6.62 0.77 -0.37  -0.524
6 C 5.39 1.03 0.48  0.537
7 C 4.27 1.72 -0.33  0.033
8 C 4.28 3.25 -0.18  -0.707
9 C 3.68 4.01 -1.35  -1.417
10 C 2.28 3.52 -1.75  0.146
11 C 1.17 4.33 -1.08  -0.967
12 C -0.13 3.53 -0.96  -1.311
13 C -0.40 3.00 0.46  -0.101
14 C -1.00 1.59 0.41  0.411
15 C -1.12 0.90 1.78  -0.460
16 C -2.54 0.52 2.22  -0.944
17 C -3.39 -0.27 1.23  -1.024
18 C -2.82 -1.59 0.71  -0.600
19 N -1.86 -1.42 -0.39  0.360
20 C -0.68 -1.98 -0.53  -1.359
21 N 0.14 -1.72 -1.58  0.252
22 C 0.34 -2.91 -2.49  0.315
23 C 1.55 -2.69 -3.39  -1.404
24 C 2.84 -2.29 -2.70  0.169
25 C 4.02 -2.27 -3.66  -0.626
26 C 3.92 -1.21 -4.77  -1.195
27 C 0.39 -4.23 -1.71  -0.937
28 C -0.42 -4.25 -0.39  -0.595
29 N -0.27 -2.95 0.37  0.364
30 P 1.47 -2.83 0.85  0.202
31 O 1.34 -1.49 1.73  -0.397
32 I 1.29 -4.41 2.70  -0.112
33 H 5.13 -2.40 3.49  0.408
34 H 5.24 -3.25 1.96  0.287
35 H 4.44 -1.68 2.05  0.046
36 H 6.56 -0.56 2.54  0.305
37 H 7.38 -2.10 2.74  0.451
38 H 7.81 -2.31 0.54  0.412
39 H 6.20 -1.85 0.04  0.101
40 H 8.17 0.25 1.02  0.405
41 H 8.36 -0.44 -0.57  0.387
42 H 6.32 0.49 -1.38  0.329
43 H 7.15 1.73 -0.47  0.307
44 H 5.66 1.72 1.28  0.298
45 H 5.00 0.12 0.92  -0.794
46 H 3.30 1.36 0.02  -0.257
47 H 4.37 1.46 -1.39  0.419
48 H 5.29 3.59 0.03  0.584
49 H 3.69 3.48 0.71  0.216
50 H 4.36 4.02 -2.20  0.480
51 H 3.58 5.05 -1.05  0.399
52 H 2.18 3.61 -2.83  0.318
53 H 2.15 2.46 -1.50  -0.116
54 H 0.99 5.21 -1.70  0.327
55 H 1.49 4.63 -0.09  0.437
56 H -1.00 4.09 -1.29  0.647
57 H -0.06 2.67 -1.63  0.471
58 H 0.51 2.98 1.05  0.445
59 H -1.14 3.64 0.93  0.016
60 H -1.95 1.64 -0.10  0.238
61 H -0.32 1.00 -0.21  -0.309
62 H -0.53 -0.02 1.79  -0.166
63 H -0.69 1.56 2.53  0.589
64 H -2.45 -0.11 3.11  0.553
65 H -3.10 1.40 2.52  0.157
66 H -4.31 -0.54 1.74  0.560
67 H -3.70 0.35 0.39  0.404
68 H -2.39 -2.21 1.49  0.372
69 H -3.65 -2.14 0.29  0.268
70 H -2.15 -0.78 -1.12  0.490
71 H -0.16 -0.90 -2.12  0.554
72 H -0.52 -2.96 -3.16  0.402
73 H 1.27 -1.96 -4.15  0.548
74 H 1.73 -3.62 -3.92  0.299
75 H 3.05 -3.02 -1.92  0.173
76 H 2.76 -1.32 -2.22  0.016
77 H 4.91 -2.06 -3.07  0.301
78 H 4.16 -3.27 -4.07  0.439
79 H 4.59 -0.39 -4.56  0.325
80 H 4.23 -1.63 -5.72  0.298
81 H 2.91 -0.82 -4.87  0.317
82 H 1.41 -4.57 -1.54  0.415
83 H -0.07 -4.99 -2.35  0.437
84 H -0.09 -5.05 0.26  0.477
85 H -1.47 -4.37 -0.61  0.105
86 H 1.70 -0.73 1.24  0.245
87 C -8.15 -2.89 -3.13  -0.764
88 C -8.05 -3.42 -4.57  0.900
89 C -8.00 -4.94 -4.82  0.097
90 F -6.91 -5.51 -4.26  -0.229
91 F -7.94 -5.15 -6.15  -0.250
92 F -7.02 -2.82 -5.21  -0.273
93 F -9.20 -3.03 -5.18  -0.312
94 O -6.99 -2.37 -2.46  -0.341
95 C -6.13 -3.07 -1.67  0.704
96 C -4.69 -3.03 -2.20  0.405
97 F -4.57 -3.55 -3.43  -0.255
98 F -3.88 -3.75 -1.37  -0.240
99 F -6.53 -4.32 -1.40  -0.290
100 F -6.05 -2.40 -0.48  -0.281
101 H -8.77 -2.00 -3.24  0.383
102 H -8.71 -3.57 -2.49  0.346
103 H -8.90 -5.42 -4.43  0.287
104 H -4.33 -2.00 -2.23  0.111
105 C -2.51 3.27 5.36  -0.302
106 C -3.51 3.59 6.49  0.777
107 C -4.94 4.02 6.14  0.167
108 F -4.98 5.17 5.45  -0.231
109 F -5.62 4.20 7.29  -0.260
110 F -2.95 4.47 7.36  -0.290
111 F -3.68 2.41 7.16  -0.318
112 O -1.49 4.20 4.98  -0.358
113 C -1.59 5.18 4.01  0.817
114 C -1.36 6.59 4.57  0.194
115 F -2.24 6.90 5.52  -0.235
116 F -1.50 7.47 3.54  -0.252
117 F -2.73 5.08 3.29  -0.304
118 F -0.57 4.97 3.15  -0.276
119 H -1.92 2.45 5.78  0.396
120 H -3.03 2.86 4.49  -0.032
121 H -5.44 3.24 5.56  0.268
122 H -0.35 6.67 4.97  0.240

Calculated values
2S+1: 1
net charge: +1
total energy: -109815.3890 eV
LUMO: -2.973 eV

Record 2
ORCA calculation (wB97M-V/def2-TZVPD) on a cluster of 2 separate species, C2H9NS2 in total.

Each line ends with the Mulliken charge.
Positions of all 14 atoms, in Å:
1 C 0.98 0.58 3.13  -0.764
2 S -0.24 0.76 1.80  -0.050
3 S 0.72 2.25 0.70  -0.209
4 H 0.97 1.45 3.79  0.299
5 H 0.73 -0.33 3.65  0.261
6 H 1.98 0.48 2.70  0.303
7 H -0.34 3.07 0.70  0.160
8 C -0.36 -3.09 -4.27  -0.590
9 N -1.65 -3.19 -3.63  -0.451
10 H 0.13 -4.06 -4.44  0.261
11 H -0.49 -2.68 -5.28  0.195
12 H 0.29 -2.44 -3.69  0.223
13 H -1.86 -2.36 -3.10  0.182
14 H -2.03 -4.05 -3.29  0.180

Calculated values
2S+1: 1
energy relative to the best compared isomer or geometry (same formula, charge and spin): 0.8017 eV
total energy: -25379.9123 eV
LUMO: 0.511 eV

Record 3
ORCA calculation (wB97M-V/def2-TZVPD) on a structure of composition C29H33Cl2CuN2O6.

Each line ends with the Mulliken charge.
Positions of all 73 atoms, in Å:
1 Cu -1.48 0.05 -0.43  0.371
2 C -3.01 -1.98 -2.37  -0.822
3 C -1.56 -2.49 -2.25  -0.355
4 O -1.16 -2.28 -0.91  -0.266
5 C 0.21 -2.43 -0.64  -1.028
6 C 1.11 -1.41 -1.39  0.453
7 O 0.29 -0.39 -1.93  0.157
8 C 0.97 0.78 -2.33  -0.157
9 C -0.09 1.89 -2.58  -1.052
10 O -1.37 1.53 -2.11  0.122
11 C -2.20 0.94 -3.09  -0.738
12 C -3.47 0.44 -2.35  -0.526
13 O -3.21 -0.78 -1.67  -0.398
14 H -3.66 -2.72 -1.89  0.423
15 H -3.28 -1.88 -3.43  0.399
16 H -0.90 -1.96 -2.94  0.143
17 H -1.52 -3.57 -2.49  0.477
18 H 0.54 -3.45 -0.87  0.460
19 H 0.27 -2.26 0.44  0.298
20 H 1.66 -1.91 -2.20  0.533
21 H 1.83 -0.98 -0.69  -0.612
22 H 1.56 0.58 -3.24  0.503
23 H 1.66 1.11 -1.54  -0.200
24 H -0.14 2.14 -3.65  0.368
25 H 0.19 2.78 -2.03  0.321
26 H -1.71 0.10 -3.59  0.264
27 H -2.48 1.69 -3.84  0.687
28 H -4.28 0.30 -3.09  0.404
29 H -3.61 0.92 -0.42  -0.057
30 Cl -4.08 3.66 -3.29  -0.233
31 C -5.20 3.26 -2.03  0.859
32 C -6.27 4.16 -1.78  -0.745
33 C -7.15 3.88 -0.76  -0.282
34 C -7.04 2.73 0.00  -0.744
35 C -5.95 1.86 -0.26  0.596
36 Cl -5.76 0.44 0.73  -0.188
37 C -5.00 2.12 -1.24  -0.776
38 N -3.82 1.36 -1.31  0.654
39 H -6.35 5.06 -2.37  0.409
40 H -7.95 4.58 -0.56  0.355
41 H -7.74 2.50 0.78  0.426
42 C 5.61 -3.43 4.60  -1.630
43 C 5.19 -2.69 3.35  1.352
44 C 5.95 -2.83 2.19  -0.921
45 C 5.59 -2.17 1.03  -1.090
46 C 4.46 -1.37 1.01  -0.304
47 C 3.68 -1.21 2.16  0.166
48 N 2.52 -0.49 2.19  0.131
49 C 2.13 0.60 1.46  -0.819
50 C 3.03 1.50 0.89  -0.453
51 C 2.59 2.66 0.27  -0.960
52 C 1.22 2.94 0.22  -0.956
53 C 0.31 2.06 0.76  -0.450
54 C 0.73 0.86 1.37  0.866
55 C -0.29 -0.06 1.93  0.600
56 O 0.04 -0.89 2.82  -0.894
57 O -1.49 0.02 1.47  -0.666
58 C 4.06 -1.88 3.35  0.532
59 C 3.23 -1.66 4.59  -1.723
60 H 6.43 -4.10 4.37  0.381
61 H 4.78 -4.01 5.00  0.342
62 H 5.94 -2.73 5.37  0.342
63 H 6.83 -3.46 2.21  0.289
64 H 6.18 -2.30 0.13  0.389
65 H 4.16 -0.88 0.09  0.354
66 H 1.71 -0.87 2.72  0.593
67 H 4.09 1.31 0.98  0.470
68 H 3.31 3.35 -0.15  0.346
69 H 0.88 3.87 -0.21  0.575
70 H -0.75 2.28 0.74  0.492
71 H 2.89 -0.63 4.63  0.401
72 H 3.79 -1.88 5.49  0.437
73 H 2.34 -2.29 4.56  0.304

Calculated values
2S+1: 2
net charge: -1
total energy: -115556.9847 eV
LUMO (alpha / beta): 2.200 / 2.178 eV

Record 4
ORCA calculation (wB97M-V/def2-TZVPD) on an isolated molecule of C2H2O2.

Each line ends with the Mulliken charge.
Positions of all 6 atoms, in Å:
1 O 1.28 1.16 -0.12  -0.388
2 C 0.63 0.26 0.35  0.091
3 C -0.63 -0.27 -0.34  0.089
4 O -1.08 0.24 -1.33  -0.382
5 H 0.90 -0.25 1.30  0.298
6 H -1.12 -1.15 0.14  0.291

Calculated values
2S+1: 1
energy relative to the best compared isomer or geometry (same formula, charge and spin): 0.1717 eV
total energy: -6199.8827 eV
LUMO: -0.989 eV